#1
{"formula": "C8H10NO", "method": "ωB97M-V/def2-TZVPD", "species": ["C", "C", "C", "C", "C", "C", "C", "C", "N", "O", "H", "H", "H", "H", "H", "H", "H", "H", "H", "H"], "positions_angstrom": [[-0.530, 0.756, 0.430], [-0.401, 2.200, 0.727], [2.009, -1.723, -0.185], [0.581, -0.196, -0.389], [1.908, 0.381, -0.831], [-0.761, 0.350, -0.953], [-1.100, 3.070, 0.028], [-0.227, -2.341, 0.503], [0.803, -1.491, 0.041], [2.708, -0.730, -0.723], [-0.961, 0.061, 1.231], [0.041, 2.472, 1.615], [2.599, -2.648, 0.072], [-1.576, -0.313, -1.128], [-0.570, 1.159, -1.654], [-1.301, 4.170, 0.254], [-1.781, 2.714, -0.628], [-0.929, -1.791, 1.011], [-0.692, -2.862, -0.408], [0.181, -3.239, 0.987]], "homo_lumo_gap_ev": 8.876, "multiplicity": 1, "lumo_ha": -0.175, "total_charge": 1}


#2
{"formula": "C8H10NO", "method": "ωB97M-V/def2-TZVPD", "species": ["C", "C", "C", "C", "C", "C", "C", "C", "N", "O", "H", "H", "H", "H", "H", "H", "H", "H", "H", "H"], "positions_angstrom": [[-0.903, 0.630, 2.772], [-2.556, 0.141, -1.210], [-0.698, 0.531, 1.601], [-1.486, 0.236, -0.693], [2.178, 0.987, -0.293], [1.505, 0.697, -1.562], [0.686, 1.121, -0.394], [-0.615, -2.139, 0.490], [-0.336, 0.167, 0.107], [0.279, -1.100, -0.035], [-0.818, 0.843, 3.797], [-3.411, 0.103, -1.849], [2.479, 0.066, 0.366], [2.657, 1.901, -0.126], [1.519, 1.453, -2.394], [1.433, -0.301, -1.748], [0.467, 2.119, -0.416], [0.025, -3.101, 0.417], [-1.287, -2.310, -0.252], [-1.118, -2.046, 1.422]], "homo_lumo_gap_ev": 11.427, "multiplicity": 1, "smiles": "C#C[N+](C#C)(OC)C1CC1", "lumo_ha": -0.131, "total_charge": 1}


The relative energies come out as #1 0.0000; #2 0.1618, with values in hartree.


#1
{"formula": "C4H5NO3", "method": "ωB97M-V/def2-TZVPD", "species": ["C", "C", "C", "C", "H", "H", "H", "H", "H", "N", "O", "O", "O"], "positions_angstrom": [[-0.460, 0.874, -0.020], [-0.347, -1.464, -0.376], [0.571, -0.261, 0.007], [1.845, -0.211, 0.719], [-2.524, 0.692, 0.655], [-0.240, -2.531, -0.030], [-0.568, -1.371, -1.513], [2.281, -1.109, 1.157], [1.875, 0.863, 1.156], [-1.767, 0.375, -0.198], [-0.165, 2.006, -0.050], [-1.509, -1.026, 0.448], [1.911, -0.080, -0.651]], "homo_lumo_gap_ev": 10.638, "multiplicity": 1, "smiles": "O=C1NOC[C@]12CO2", "lumo_ha": 0.024}


#2
{"formula": "C4H5NO3", "method": "ωB97M-V/def2-TZVPD", "species": ["C", "C", "C", "C", "H", "H", "H", "H", "H", "N", "O", "O", "O"], "positions_angstrom": [[-1.684, -0.234, -0.022], [0.666, 0.408, -0.449], [1.861, -0.459, -0.076], [0.412, -0.727, 0.430], [-1.915, 1.713, -0.068], [0.390, 0.211, -1.463], [2.294, -1.041, -0.874], [2.494, -0.276, 0.841], [0.326, -0.494, 1.494], [-1.220, 1.050, 0.328], [-2.863, -0.383, -0.168], [0.064, 1.548, 0.026], [-0.824, -1.317, 0.003]], "homo_lumo_gap_ev": 10.671, "multiplicity": 1, "smiles": "O=C1NO[C@H]2C[C@@H]2O1", "lumo_ha": 0.031}


#3
{"formula": "C4H5NO3", "method": "ωB97M-V/def2-TZVPD", "species": ["C", "C", "C", "C", "H", "H", "H", "H", "H", "N", "O", "O", "O"], "positions_angstrom": [[0.388, 0.661, 0.089], [-0.884, 0.856, 0.051], [-1.895, -0.286, -0.156], [0.989, -0.693, 0.052], [1.024, 2.580, 0.270], [2.034, 1.430, 0.870], [-1.266, 1.843, -0.048], [-1.556, -1.282, -0.522], [2.386, 0.055, -0.900], [1.386, 1.644, 0.114], [-3.122, -0.066, -0.144], [2.169, -0.758, -0.565], [0.463, -1.596, 0.623]], "homo_lumo_gap_ev": 9.884, "multiplicity": 1, "smiles": "N/C(=C/C=O)C(=O)O", "lumo_ha": 0.002}


The relative energies come out as #1 0.1402; #2 0.1331; #3 0.0000, with values in hartree.


#1
{"formula": "C4H5NO3", "method": "ωB97M-V/def2-TZVPD", "species": ["C", "C", "C", "C", "H", "H", "H", "H", "H", "N", "O", "O", "O"], "positions_angstrom": [[-1.559, -0.435, 0.009], [-0.666, 0.806, 0.100], [0.544, 1.083, -0.716], [1.272, -0.634, 0.841], [-0.113, -1.430, -0.902], [-1.216, 1.654, 0.572], [0.910, 0.343, -1.413], [0.858, 2.148, -0.900], [1.156, -0.980, 1.874], [0.670, 0.602, 0.619], [-1.026, -1.522, -0.555], [-2.630, -0.343, 0.512], [1.800, -1.292, -0.041]], "homo_lumo_gap_ev": 11.027, "multiplicity": 1, "smiles": "O=CN1C[C@H]1C(=O)O", "lumo_ha": 0.018}


#2
{"formula": "C4H5NO3", "method": "ωB97M-V/def2-TZVPD", "species": ["C", "C", "C", "C", "H", "H", "H", "H", "H", "N", "O", "O", "O"], "positions_angstrom": [[-1.953, 0.241, -0.196], [-0.565, -0.022, 0.320], [1.248, -1.130, -0.014], [0.352, 1.159, -0.005], [-2.411, 1.143, 0.314], [-0.643, 0.075, 1.412], [1.647, -2.134, -0.255], [1.538, -0.802, 0.978], [0.138, 2.182, 0.328], [1.385, 1.099, -0.735], [-2.501, -0.398, -1.039], [-0.072, -1.196, -0.164], [1.837, -0.216, -0.943]], "homo_lumo_gap_ev": 10.438, "multiplicity": 1, "smiles": "O=C[C@@H]1C=NOCO1", "lumo_ha": 0.019}


The relative energies come out as #1 0.0000; #2 0.0745, with values in hartree.